Entry from OMol25: C23H20ClN3O2S in the gas phase (ωB97M-V with the def2-TZVPD basis set).

```
50
Properties=species:S:1:pos:R:3:lowdin_charge:R:1
C -0.31043 3.06289 2.73278 -0.0692
O 0.82525 2.62699 3.44874 -0.0760
C 1.41890 1.46292 3.09196 -0.2608
C 2.59140 1.14762 3.78651 0.0008
C 3.27748 -0.01411 3.50371 -0.0729
C 2.82452 -0.87629 2.52028 -0.0422
C 1.65900 -0.57508 1.82044 -0.1587
C 1.14688 -1.47761 0.78584 -0.2118
C 1.98246 -2.31979 0.04467 -0.0058
C 1.43564 -3.12724 -0.93197 -0.0280
C 0.05915 -3.09595 -1.15097 -0.2494
C -0.54878 -3.86188 -2.16349 -0.2400
N -1.04342 -4.46800 -3.00226 0.1896
C -0.70038 -2.24779 -0.32461 -0.5096
S -2.45329 -2.26299 -0.46183 1.0157
C -2.90215 -1.12903 0.88449 -0.3410
C -2.73941 0.34749 0.54845 -0.5536
O -2.52786 1.16829 1.41668 0.0508
N -2.91697 0.64950 -0.74757 0.0452
C -2.69990 1.97781 -1.27144 -0.1646
C -1.20607 2.29638 -1.43073 -0.1166
C -0.41053 1.19867 -2.08534 -0.2202
C 0.88665 0.94497 -1.65430 -0.0292
C 1.65986 -0.03587 -2.24609 -0.1050
C 1.12193 -0.79680 -3.27092 -0.6734
Cl 2.07297 -2.03718 -4.00978 0.7065
C -0.17182 -0.57310 -3.71028 -0.0942
C -0.92344 0.42920 -3.12358 -0.0385
N -0.17091 -1.46336 0.58408 0.1355
C 0.95361 0.59300 2.11391 0.0465
H -0.63734 3.97368 3.23136 0.0959
H -1.11869 2.32931 2.74498 0.0706
H -0.04977 3.29639 1.69496 0.0886
H 2.93465 1.83098 4.54694 0.1181
H 4.17513 -0.25255 4.05436 0.1060
H 3.35878 -1.79331 2.32705 0.1044
H 3.04642 -2.32111 0.21406 0.1140
H 2.05580 -3.77655 -1.53176 0.1155
H -2.29402 -1.36822 1.75597 0.0868
H -3.95181 -1.33283 1.10221 0.0896
H -2.96545 -0.11511 -1.40645 0.0755
H -3.22513 2.05717 -2.22427 0.1183
H -3.13691 2.68998 -0.56668 0.1246
H -0.78819 2.48485 -0.44076 0.0940
H -1.10720 3.21629 -2.01367 0.1261
H 1.30571 1.52534 -0.84537 0.1162
H 2.67073 -0.21119 -1.91352 0.1101
H -0.58514 -1.17606 -4.50349 0.1107
H -1.92010 0.61121 -3.49665 0.1144
H 0.04217 0.78810 1.57333 0.0903
```

total charge	0
HOMO-LUMO gap	8.15	eV



Entry from OMol25: C23H20ClN8OSSr as an isolated structure (ωB97M-V with the def2-TZVPD basis set).

```
55
Properties=species:S:1:pos:R:3:lowdin_charge:R:1
Sr 0.18214 -1.18319 -0.38905 1.2911
N 1.54723 2.11328 3.01291 0.0399
C 1.65871 1.27469 1.92502 -0.8932
S 1.69092 -0.42431 2.24617 0.5072
N 1.83334 1.97667 0.81875 0.0697
N 2.07169 1.28254 -0.35628 -0.1090
C 2.92287 0.28426 -0.45225 -0.0749
C 3.20132 -0.57364 -1.58538 -0.1720
C 4.50495 -1.10372 -1.70778 -0.0574
C 4.87722 -1.86384 -2.78416 -0.1167
C 3.92142 -2.13416 -3.78898 -0.0986
C 2.63229 -1.68624 -3.68359 -0.0155
C 2.19843 -0.93662 -2.54901 -0.4263
O 0.96849 -0.64094 -2.36102 -0.3095
H 1.12843 1.68187 3.81893 0.0579
H 1.24262 3.04718 2.78762 0.0821
H 3.51571 0.17995 0.44163 0.0983
H 5.22876 -0.87213 -0.93207 0.1119
H 5.88642 -2.24777 -2.86263 0.0877
H 4.20972 -2.72514 -4.65218 0.0947
H 1.88578 -1.92293 -4.43182 0.1108
N -2.73055 -2.28421 3.21910 0.1010
C -1.67018 -2.22980 2.36613 -0.1802
N -1.50541 -1.32919 1.47651 -0.0029
C -2.44642 -0.26816 1.37174 -0.3079
N -2.22713 0.78320 0.67340 0.0489
N -1.02785 0.86857 -0.00561 -0.1905
C -0.88302 2.07129 -0.59347 -0.1442
C 0.19990 2.55916 -1.27299 -0.2130
C 0.13237 3.85343 -1.89338 -0.0761
C 1.04292 4.29290 -2.77955 -0.1199
C 2.13666 3.39832 -3.14199 -0.0918
C 2.32121 2.24258 -2.50576 -0.0566
N 1.44968 1.84745 -1.45951 0.0052
C -3.71715 -0.39312 2.12001 -0.0890
C -4.80520 0.45476 1.94433 -0.0279
C -5.95948 0.30315 2.69942 -0.0982
C -6.04425 -0.71598 3.64334 -0.1067
C -4.97753 -1.57962 3.82300 -0.0407
C -3.82384 -1.41736 3.06540 -0.1869
H -2.78738 -3.03980 3.87718 0.1394
H -0.93442 -3.02797 2.46140 0.1005
H -1.71074 2.76931 -0.47579 0.1073
H -0.73482 4.45825 -1.64675 0.1037
H 0.94684 5.26168 -3.25070 0.0798
H 2.80984 3.64390 -3.95420 0.0916
H 3.11328 1.55539 -2.76330 0.1100
H -4.71561 1.24174 1.20486 0.1078
H -6.79433 0.97731 2.55158 0.0945
H -6.94211 -0.84301 4.23568 0.0948
H -5.03556 -2.38430 4.54973 0.1054
Cl 0.92361 -4.32156 0.74623 0.2341
C -0.15281 -3.75312 -0.68792 -0.7151
H -1.08682 -4.31136 -0.54967 -0.0803
H 0.32784 -4.20961 -1.56328 -0.0745
```

total charge	-1
HOMO-LUMO gap	5.62	eV



Entry from OMol25: C23H20F18O5S in the gas phase (ωB97M-V with the def2-TZVPD basis set).

```
67
Properties=species:S:1:pos:R:3:lowdin_charge:R:1
C 3.30327 -0.24410 2.33943 -0.1064
C 3.01792 1.33908 1.98648 -0.3819
C 4.36614 2.27271 1.94530 -0.1234
C 2.09087 1.39868 0.63418 -0.1745
C 2.92726 1.53452 -0.77273 -0.2710
C 3.13005 3.14262 -1.16233 -0.0890
C 1.98700 0.81681 -1.95442 -0.1329
O 1.75852 1.76886 -3.05380 -0.1407
C 0.33520 1.86810 -3.41790 -0.0338
C -0.33254 0.86476 -4.34053 -0.0693
S 0.61458 -0.60906 -5.03753 0.9148
O 2.09617 -0.27661 -5.42136 -0.3306
O -0.15987 -1.31116 -6.18450 -0.3237
F 0.73978 -1.79865 -3.76109 -0.2653
C -1.94295 1.17837 -4.66584 -0.1730
O -2.46919 0.96351 -5.87432 0.0100
C -2.81145 1.72403 -3.34581 0.0832
C -2.14062 2.69966 -2.39642 -0.0785
C -2.93857 3.22768 -1.05346 -0.1183
C -2.64265 2.28664 0.29276 -0.0685
C -3.03577 0.70563 0.08258 -0.1770
F -4.35714 0.70725 -0.65026 -0.0203
F -2.09846 -0.04429 -0.81036 -0.0020
C -3.31306 -0.12093 1.48182 -0.1073
F -3.94313 -1.40660 1.10777 0.0442
F -4.38145 0.66455 2.20625 0.0166
C -2.01863 -0.23570 2.47851 -0.0631
F -0.74232 0.30460 1.87629 0.0179
F -2.30447 0.69719 3.63270 0.0232
C -1.80040 -1.71922 3.16283 -0.0894
F -3.06285 -2.13610 3.81351 0.0618
F -0.81847 -1.49600 4.29004 0.0268
C -1.11458 -2.83533 2.17897 -0.0596
F 0.36251 -2.80981 2.49657 0.0251
F -1.19114 -2.36902 0.74374 0.0323
C -1.77593 -4.33067 2.24200 -0.0756
F -1.96182 -4.85433 3.64683 0.0434
F -3.18405 -4.18295 1.71234 0.0325
C -1.06543 -5.46015 1.29342 -0.0757
F -1.15281 -5.15537 -0.18315 0.0464
F -1.88904 -6.71638 1.46118 0.0277
C 0.46407 -5.87080 1.70620 -0.1252
F 0.67578 -7.27661 1.20115 0.0397
F 0.80487 -5.69832 3.13615 0.0672
F 1.37283 -5.02324 0.84677 0.0266
C -0.58889 3.11913 -2.80262 -0.0984
O -0.11631 4.35323 -2.60749 0.0123
H 2.31442 -0.86594 2.20094 0.0623
H 3.65084 -0.33134 3.45934 0.0886
H 4.08974 -0.63816 1.56101 0.0913
H 2.34753 1.75887 2.87926 0.1358
H 5.07085 1.99717 2.86461 0.0878
H 5.02401 2.14008 0.97890 0.0764
H 4.09236 3.42135 2.10696 0.0903
H 1.33926 2.31239 0.69816 0.1224
H 1.51009 0.36065 0.57928 0.0977
H 3.99527 1.03694 -0.71278 0.1380
H 3.70067 3.74398 -0.33066 0.0698
H 3.77090 3.27081 -2.15769 0.1031
H 2.05852 3.65999 -1.25306 0.0813
H 2.66273 -0.06942 -2.37758 0.1482
H 0.97151 0.40476 -1.54165 0.1312
H -3.89852 1.35311 -3.12071 0.1348
H -2.51170 4.32169 -0.83844 0.1391
H -4.11223 3.25978 -1.26842 0.1396
H -3.26386 2.79215 1.17008 0.1508
H -1.50521 2.41492 0.60261 0.1340
```

total charge	0
HOMO-LUMO gap	7.88	eV



Entry from OMol25: a 2-piece molecular cluster, C23H20F3N3O3S overall (ωB97M-V with the def2-TZVPD basis set).

```
53
Properties=species:S:1:pos:R:3:lowdin_charge:R:1
F 4.09865 0.24221 3.47068 0.1053
C 3.00276 -0.54390 3.36702 -0.6199
F 3.19914 -1.42186 2.34609 0.0893
F 2.86792 -1.25045 4.50063 0.1281
S 1.49370 0.53763 3.03780 0.7058
C 0.37270 -0.59041 2.33433 -0.2383
C -0.98383 -0.58472 2.76409 -0.3061
C -1.78152 -1.76051 2.93375 -0.0482
C -3.06594 -1.68547 3.45377 -0.0613
C -3.64940 -0.45459 3.77930 -0.2755
C -5.00150 -0.35794 4.25607 -0.2087
N -6.10049 -0.22753 4.64166 0.1113
C -2.89810 0.71650 3.59859 -0.0433
C -1.59841 0.65514 3.12628 -0.0551
O 1.04879 1.00684 4.33287 -0.3063
O 1.95686 1.51137 2.05890 -0.3551
H 0.83960 -1.43517 1.84359 0.0577
H -1.33042 -2.72974 2.71319 0.1034
H -3.65102 -2.59105 3.60508 0.1097
H -3.36655 1.67746 3.83539 0.1174
H -1.01428 1.57198 3.05672 0.1016
C -1.31212 -0.88275 -2.32960 0.0226
N -1.80342 0.31758 -2.98795 -0.0293
C -2.91241 0.37065 -3.82492 0.0134
C -3.00279 1.63529 -4.29747 0.0063
N -1.94053 2.34833 -3.75795 -0.0347
C -1.65627 3.72506 -4.12163 0.0210
C -1.20256 1.52144 -2.97823 -0.1079
C -0.10152 1.87557 -2.07136 -0.3035
C 1.02327 0.91906 -2.03651 -0.0500
C 1.78200 0.78632 -0.92430 0.0262
C 2.99039 -0.01934 -0.89103 -0.1916
C 4.00095 0.18941 0.08464 -0.0217
C 5.09141 -0.67045 0.16215 -0.0705
C 5.28806 -1.64528 -0.82277 -0.0688
C 4.36336 -1.78021 -1.86266 -0.0801
C 3.19733 -1.01497 -1.87309 -0.0345
O -0.16577 2.91897 -1.39135 0.1136
H -1.07464 -0.70010 -1.26439 0.1215
H -2.10272 -1.64339 -2.40370 0.1061
H -0.41286 -1.26514 -2.84632 0.1045
H -3.50663 -0.50320 -4.01050 0.1346
H -3.73118 2.10877 -4.93251 0.1388
H -0.73800 4.04630 -3.62189 0.1012
H -1.55304 3.80155 -5.21724 0.1096
H -2.49156 4.37172 -3.81409 0.1140
H 1.25677 0.43253 -2.99122 0.1126
H 1.53016 1.38402 -0.05317 0.1063
H 3.88397 1.04138 0.75851 0.1097
H 5.78807 -0.57888 0.99581 0.1138
H 6.17008 -2.28091 -0.79003 0.1055
H 4.52678 -2.50090 -2.66129 0.1017
H 2.41841 -1.18643 -2.62840 0.0978
```

total charge	0
HOMO-LUMO gap	4.09	eV



Entry from OMol25: C23H20N4O5 in the gas phase (ωB97M-V with the def2-TZVPD basis set).

```
52
Properties=species:S:1:pos:R:3:lowdin_charge:R:1
O -1.36298 -5.33698 -0.47076 0.0898
C -0.75743 -4.29680 -0.52994 -0.4292
C -1.02347 -3.19934 -1.55571 -0.0677
N -1.01791 -1.87378 -0.99149 0.0657
C -2.15580 -1.21714 -0.65710 -0.4507
O -3.25792 -1.58058 -0.99436 0.0985
C -1.88391 -0.00068 0.23624 -0.1442
C -3.09747 0.89589 0.34534 -0.1818
C -3.75214 1.34836 -0.79179 -0.0269
C -4.85046 2.18157 -0.68134 -0.0709
C -5.30200 2.57996 0.56505 -0.0927
C -4.65172 2.13587 1.70278 -0.0851
C -3.55675 1.29754 1.59191 -0.0332
C -0.70417 0.83799 -0.19234 -0.1958
C -0.47991 1.14472 -1.52968 -0.0250
C 0.53314 2.01415 -1.89103 -0.0663
C 1.33808 2.58835 -0.92103 -0.0995
C 1.14424 2.26313 0.41089 -0.0810
C 0.13091 1.39287 0.77059 -0.0271
N 0.25334 -4.04232 0.36999 0.0560
N 1.03594 -2.96654 0.29809 0.0269
C 1.88261 -2.68568 1.20634 -0.0818
C 2.70771 -1.50319 1.06247 -0.2015
C 3.40430 -0.96928 2.15777 -0.0101
C 4.16554 0.16466 2.02724 0.0130
C 4.29564 0.81962 0.79326 -0.2478
O 5.04891 1.90874 0.73855 0.0976
C 3.61782 0.26390 -0.31378 -0.0919
N 3.72728 0.82813 -1.61744 -0.3318
O 3.16694 0.28066 -2.53719 0.1056
O 4.40257 1.84689 -1.74610 0.0601
C 2.82833 -0.87192 -0.16523 0.0592
H -0.26362 -3.27316 -2.34083 0.1342
H -2.01179 -3.38040 -1.98607 0.1325
H -0.13247 -1.55180 -0.62698 0.1002
H -1.67465 -0.41404 1.23219 0.1524
H -3.41435 1.03706 -1.76737 0.1125
H -5.35702 2.52060 -1.57295 0.1033
H -6.15944 3.23120 0.64989 0.0996
H -4.99926 2.43897 2.67983 0.1005
H -3.05822 0.95011 2.48665 0.1101
H -1.10498 0.70542 -2.29198 0.1183
H 0.69365 2.24859 -2.93223 0.1112
H 2.11183 3.28750 -1.20346 0.1054
H 1.77443 2.69732 1.17407 0.1096
H -0.02361 1.15712 1.81416 0.1164
H 0.37856 -4.72851 1.11963 0.1652
H 2.01115 -3.29565 2.10526 0.1311
H 3.32956 -1.45268 3.12042 0.1175
H 4.69202 0.58562 2.86877 0.1248
H 5.05518 2.25489 -0.18626 0.0994
H 2.32373 -1.26688 -1.03293 0.1256
```

total charge	0
HOMO-LUMO gap	7.75	eV



Entry from OMol25: C23H21BF4N3OSY as an isolated structure (ωB97M-V with the def2-TZVPD basis set).

```
55
Properties=species:S:1:pos:R:3:lowdin_charge:R:1
Y -0.67331 -0.34161 -0.40263 1.4119
O -2.52577 0.95077 0.30630 -0.2561
N -3.65579 0.41737 0.66547 -0.2208
C -4.37364 0.99424 1.64654 -0.0220
C -5.57202 0.47491 2.08207 -0.0668
C -5.99245 -0.74844 1.55851 -0.0870
C -5.24706 -1.34101 0.56155 -0.0963
C -4.08331 -0.73287 0.05810 -0.6519
S -3.19392 -1.36162 -1.29147 0.5857
H -3.91855 1.87178 2.07078 0.1373
H -6.10794 0.97225 2.87359 0.0977
H -6.89434 -1.24083 1.92116 0.1028
H -5.53189 -2.29340 0.12639 0.0999
C 4.17023 0.17481 -0.41119 -0.0869
C 2.80246 0.34458 -0.32151 -0.1370
N 1.89045 -0.66017 -0.37983 0.0108
C 2.37332 -1.91374 -0.47054 -0.1813
C 3.79060 -2.20752 -0.53727 -0.1738
C 4.67758 -1.13947 -0.52342 -0.0479
C 4.23721 -3.55971 -0.60190 -0.0538
C 3.33739 -4.57815 -0.61378 -0.0414
C 1.91232 -4.32727 -0.61404 -0.1642
C 0.96137 -5.35976 -0.63027 -0.0692
C -0.38091 -5.03859 -0.56912 -0.0898
C -0.74956 -3.68060 -0.52548 -0.1839
N 0.07909 -2.65088 -0.56721 -0.0349
C 1.42918 -2.97428 -0.54366 -0.1569
H 4.82866 1.03805 -0.37802 0.0871
H 2.38875 1.34763 -0.27210 0.0750
H 5.75592 -1.31911 -0.56562 0.1042
H 5.29753 -3.77552 -0.59461 0.1027
H 3.70279 -5.60912 -0.64305 0.1054
H 1.32842 -6.38597 -0.63277 0.1008
H -1.15034 -5.80156 -0.57774 0.0871
H -1.79367 -3.42924 -0.47623 0.0354
F -1.52722 -1.38347 1.52383 -0.0032
B -0.89637 -0.59107 2.58531 -1.1574
F -0.09291 -1.38044 3.37893 0.1593
F -0.07075 0.32876 1.79059 0.0081
F -1.88992 0.07504 3.28101 0.1526
C 0.53650 4.61997 0.58805 -0.0540
C 0.70336 4.27543 -0.89500 -0.6572
C -0.19698 5.16206 -1.76201 -0.0654
C 2.15835 4.42882 -1.32576 -0.0677
C 0.30022 2.89088 -1.12897 -0.2258
C -0.02382 1.75436 -1.42884 -0.1285
H 0.87542 5.65225 0.76824 0.0807
H 1.12945 3.95643 1.21343 0.0815
H -0.49312 4.54430 0.89781 0.0768
H 0.07577 6.21311 -1.61726 0.0756
H -1.23892 5.03789 -1.47842 0.0818
H -0.06270 4.89153 -2.81458 0.0855
H 2.48713 5.46923 -1.24920 0.0761
H 2.28795 4.11937 -2.35907 0.0821
H 2.81974 3.81960 -0.69510 0.0776
```

total charge	-1
2S+1	2
HOMO-LUMO gap (alpha / beta)	4.91 / 8.17	eV
<S²>	0.77



In order of appearance, largest force on an atom = 1.14; 2.22; 8.84; 3.22; 1.27; 1.85 eV/Å.